Record 1
{"formula": "C18H25IN3", "method": "ωB97M-V/def2-TZVPD", "gap_ha": 0.233, "e_tot_ev": -31635.1575, "e_homo_ev": -10.95, "total_charge": 1, "largest_force_ev_per_a": 2.1, "elements": ["N", "C", "N", "C", "C", "C", "C", "C", "I", "N", "H", "H", "H", "H", "H", "H", "H", "H", "H", "H", "H", "H", "H", "C", "C", "C", "C", "C", "C", "H", "H", "H", "H", "H", "H", "C", "C", "C", "C", "C", "C", "H", "H", "H", "H", "H", "H"], "positions_angstrom": [[4.03, 2.83, -1.43], [2.92, 2.09, -1.71], [2.97, 1.03, -2.60], [1.61, 0.42, -2.41], [0.73, 1.64, -2.11], [-0.58, 1.19, -1.53], [-1.54, 2.32, -1.11], [-2.87, 2.27, -1.84], [-4.08, 0.68, -1.09], [1.71, 2.31, -1.19], [4.39, 3.47, -2.11], [4.57, 2.68, -0.60], [2.94, 1.47, -3.52], [1.26, -0.06, -3.31], [1.66, -0.21, -1.54], [0.62, 2.22, -3.02], [-1.07, 0.62, -2.31], [-0.43, 0.51, -0.69], [-1.10, 3.30, -1.28], [-1.75, 2.24, -0.05], [-2.75, 2.07, -2.90], [-3.41, 3.20, -1.69], [1.64, 3.33, -1.08], [4.48, 1.33, 2.19], [3.15, 1.17, 1.83], [2.28, 0.46, 2.65], [2.75, -0.08, 3.84], [4.08, 0.08, 4.20], [4.95, 0.79, 3.38], [5.16, 1.89, 1.55], [2.77, 1.59, 0.91], [1.25, 0.32, 2.37], [2.08, -0.63, 4.49], [4.45, -0.34, 5.13], [5.98, 0.92, 3.66], [-4.96, -2.84, -0.02], [-5.39, -3.96, -0.70], [-5.00, -5.22, -0.27], [-4.18, -5.36, 0.84], [-3.75, -4.23, 1.52], [-4.13, -2.97, 1.09], [-5.26, -1.85, -0.35], [-6.04, -3.86, -1.56], [-5.34, -6.10, -0.81], [-3.88, -6.34, 1.17], [-3.11, -4.33, 2.39], [-3.80, -2.09, 1.62]]}

=====

Record 2
{"formula": "C18H25IrN5OS2Si", "method": "ωB97M-V/def2-TZVPD", "de_lowest_kcal_mol": 21.64, "gap_ha": 0.242, "e_tot_ev": -60959.1724, "e_homo_ev": -4.47, "total_charge": -1, "largest_force_ev_per_a": 1.1, "elements": ["Ir", "S", "C", "S", "C", "C", "N", "C", "N", "C", "C", "C", "C", "C", "C", "N", "H", "H", "H", "H", "H", "H", "H", "H", "N", "C", "N", "C", "C", "O", "C", "C", "H", "H", "H", "H", "H", "H", "H", "H", "C", "Si", "C", "C", "H", "H", "H", "H", "H", "H", "H", "H", "H"], "positions_angstrom": [[0.79, -0.64, 0.27], [0.33, -0.61, 2.90], [-1.04, -1.43, 2.28], [-0.68, -2.31, 0.81], [-2.34, -1.30, 2.75], [-3.44, -1.93, 2.10], [-4.35, -2.43, 1.59], [-2.65, -0.45, 3.84], [-2.97, 0.28, 4.68], [3.23, 1.06, -0.27], [3.66, -0.34, 0.05], [4.90, -0.93, 0.06], [4.70, -2.28, 0.46], [3.35, -2.44, 0.67], [2.59, -3.64, 1.13], [2.72, -1.25, 0.45], [4.08, 1.73, -0.31], [2.55, 1.45, 0.51], [2.71, 1.12, -1.23], [5.84, -0.44, -0.17], [5.46, -3.04, 0.58], [3.27, -4.49, 1.24], [1.81, -3.92, 0.42], [2.10, -3.46, 2.09], [-0.90, 0.50, 0.21], [-1.85, 1.14, 0.17], [-2.94, 1.88, 0.19], [-3.60, 2.13, 1.48], [-3.11, 3.45, 2.05], [-3.32, 4.50, 1.11], [-2.61, 4.28, -0.09], [-3.06, 2.99, -0.76], [-3.38, 1.31, 2.16], [-4.67, 2.17, 1.30], [-2.04, 3.38, 2.30], [-3.66, 3.71, 2.95], [-1.54, 4.23, 0.11], [-2.81, 5.14, -0.74], [-2.47, 2.77, -1.65], [-4.12, 3.06, -1.05], [-0.45, -2.39, -2.54], [0.76, -1.03, -2.04], [0.21, 0.51, -3.00], [2.43, -1.54, -2.76], [-0.44, -2.52, -3.63], [-1.47, -2.16, -2.22], [-0.18, -3.35, -2.09], [0.32, 0.35, -4.08], [0.80, 1.39, -2.74], [-0.84, 0.73, -2.80], [2.36, -1.68, -3.84], [2.77, -2.47, -2.31], [3.21, -0.80, -2.56]]}

=====

Record 3
{"formula": "C18H25IrN8O2S", "method": "ωB97M-V/def2-TZVPD", "de_lowest_kcal_mol": 14.64, "gap_ha": [0.238, 0.237], "e_tot_ev": -48750.5054, "e_homo_ev": [-14.29, -14.26], "total_charge": 2, "largest_force_ev_per_a": 2.8, "elements": ["Ir", "C", "N", "C", "C", "N", "N", "C", "N", "N", "H", "H", "H", "H", "H", "H", "H", "H", "H", "H", "H", "O", "C", "O", "C", "C", "C", "C", "C", "C", "C", "C", "C", "N", "H", "H", "H", "H", "H", "H", "S", "C", "N", "C", "C", "C", "N", "H", "H", "H", "H", "H", "H", "H", "H"], "positions_angstrom": [[1.15, -0.56, -1.67], [-0.82, -3.02, 2.04], [0.42, -3.49, 1.46], [0.71, -4.87, 1.82], [1.00, -2.82, 0.44], [0.50, -1.72, -0.07], [2.21, -3.32, 0.00], [3.02, -2.88, -1.02], [4.17, -3.54, -1.18], [2.67, -1.88, -1.76], [-0.96, -3.49, 3.02], [-1.68, -3.28, 1.42], [-0.79, -1.94, 2.21], [0.58, -5.00, 2.90], [1.72, -5.20, 1.60], [0.02, -5.54, 1.31], [-0.39, -1.49, 0.35], [2.59, -4.09, 0.54], [4.42, -4.36, -0.65], [4.81, -3.27, -1.91], [3.33, -1.64, -2.49], [1.76, 2.01, -4.72], [1.37, 1.35, -3.78], [1.92, 0.33, -3.24], [0.11, 1.73, -3.06], [-0.51, 2.92, -3.33], [-1.66, 3.26, -2.63], [-2.20, 2.32, -1.71], [-3.37, 2.59, -1.00], [-3.97, 1.62, -0.19], [-3.40, 0.37, -0.10], [-2.21, 0.09, -0.79], [-1.55, 1.06, -1.54], [-0.32, 0.82, -2.10], [-0.10, 3.56, -4.10], [-2.19, 4.16, -2.86], [-3.82, 3.57, -1.08], [-4.88, 1.84, 0.34], [-3.87, -0.41, 0.47], [-1.83, -0.92, -0.81], [2.46, 1.10, 0.00], [1.15, 1.71, 0.93], [0.71, 1.02, 1.98], [-0.37, 1.49, 2.83], [-0.38, 3.01, 2.82], [-0.44, 3.52, 1.38], [0.59, 2.86, 0.60], [1.25, 0.21, 2.25], [-0.21, 1.11, 3.84], [-1.32, 1.10, 2.45], [0.53, 3.38, 3.30], [-1.24, 3.38, 3.38], [-0.28, 4.59, 1.35], [-1.42, 3.30, 0.94], [0.98, 3.36, -0.19]]}